Record 1
Below is a cluster of 7 separate species, C12H36BF4O12 in total at a distorted geometry, with properties calculated with ωB97M-V/def2-TZVPD.

Calculated values
HOMO-LUMO gap: 10.105 eV
Relative energy (zero: lowest compared OMol25 entry of this formula, charge and spin): 69.6 kcal per mole
Net charge: -1
Maximum force: 0.066 hartree/bohr

Atoms and positions in Å:
B  -18.911  15.376  8.758
F  -19.978  14.648  8.192
F  -17.871  15.463  7.828
F  -19.243  16.697  8.948
F  -18.504  14.686  9.902
C  -15.433  20.655  5.057
C  -15.944  19.400  5.757
O  -16.743  19.917  6.831
O  -16.412  21.167  4.142
H  -14.575  20.375  4.446
H  -15.088  21.464  5.701
H  -15.030  18.939  6.131
H  -16.446  18.735  5.055
H  -17.063  19.148  7.308
H  -16.485  20.554  3.407
C  -22.864  13.319  13.998
C  -21.777  12.830  13.098
O  -21.298  11.551  13.452
O  -23.963  12.415  14.183
H  -23.322  14.276  13.747
H  -22.466  13.564  14.983
H  -21.038  13.599  13.323
H  -22.183  12.969  12.097
H  -20.639  11.373  12.777
H  -23.561  11.544  14.151
C  -19.030  14.026  3.273
C  -19.474  13.141  2.084
O  -19.806  14.019  1.015
O  -20.087  14.817  3.777
H  -18.247  14.699  2.925
H  -18.579  13.415  4.055
H  -20.225  12.393  2.337
H  -18.549  12.616  1.848
H  -19.500  13.559  0.230
H  -20.151  14.604  4.711
C  -12.824  16.474  10.069
C  -13.413  15.959  11.337
O  -12.454  16.378  12.317
O  -11.533  15.959  9.712
H  -12.817  17.560  9.967
H  -13.579  16.190  9.336
H  -13.681  14.903  11.383
H  -14.404  16.411  11.387
H  -11.625  16.239  11.854
H  -11.390  16.249  8.808
C  -22.548  19.188  10.811
C  -23.764  18.325  10.372
O  -24.590  19.036  9.527
O  -22.935  20.182  11.731
H  -21.973  19.645  10.005
H  -21.834  18.492  11.251
H  -24.241  17.938  11.272
H  -23.323  17.504  9.808
H  -25.205  19.409  10.163
H  -23.698  20.594  11.319
C  -14.178  9.941  7.775
C  -14.300  11.376  8.177
O  -14.779  12.126  7.096
O  -15.450  9.282  7.612
H  -13.668  9.419  8.584
H  -13.534  9.786  6.910
H  -13.351  11.797  8.508
H  -15.001  11.452  9.008
H  -15.442  12.735  7.428
H  -15.185  8.508  7.109

=====

Record 2
Below is a structure of composition C12H36BrNaO16P4 at a distorted geometry, with properties calculated with ωB97M-V/def2-TZVPD.

Calculated values
HOMO-LUMO gap (spin up / spin down): 10.996 / 6.230 eV
Spin multiplicity: 2
Net charge: +1
⟨S²⟩: 0.752
Maximum force: 0.097 hartree/bohr

Atoms and positions in Å:
Na  -41.640  -7.193  7.976
Br  -39.028  -6.740  9.169
C  -46.022  -6.809  6.922
O  -45.577  -7.863  6.176
P  -44.642  -9.058  6.783
O  -43.446  -8.672  7.566
O  -44.326  -9.981  5.495
C  -43.069  -10.467  5.238
O  -45.735  -9.929  7.632
C  -45.341  -11.124  8.349
H  -45.417  -5.939  6.666
H  -45.941  -6.873  8.007
H  -47.088  -6.763  6.701
H  -42.489  -10.007  4.438
H  -43.145  -11.486  4.859
H  -42.415  -10.545  6.106
H  -44.255  -11.198  8.290
H  -45.715  -12.077  7.975
H  -45.490  -11.007  9.423
C  -41.133  -6.632  2.605
O  -40.788  -7.885  3.150
P  -39.817  -8.002  4.449
O  -40.529  -7.681  5.721
O  -39.152  -9.468  4.357
C  -38.693  -10.022  3.133
O  -38.644  -6.947  4.135
C  -37.532  -6.945  5.000
H  -40.492  -5.806  2.911
H  -42.162  -6.353  2.832
H  -40.983  -6.642  1.525
H  -39.183  -9.662  2.229
H  -38.901  -11.091  3.182
H  -37.612  -9.883  3.111
H  -37.839  -7.174  6.021
H  -37.154  -5.923  4.995
H  -36.854  -7.696  4.597
C  -44.982  -8.238  12.191
O  -45.415  -7.186  11.302
P  -44.367  -6.070  10.788
O  -43.235  -6.533  9.972
O  -45.362  -5.079  10.003
C  -44.980  -3.870  9.337
O  -43.912  -5.180  12.056
C  -44.731  -4.764  13.124
H  -44.836  -9.121  11.568
H  -45.799  -8.367  12.900
H  -44.043  -8.043  12.709
H  -44.889  -4.057  8.267
H  -44.053  -3.467  9.746
H  -45.681  -3.049  9.483
H  -44.128  -4.861  14.026
H  -45.637  -5.350  13.281
H  -44.929  -3.692  13.126
C  -44.211  -4.625  4.506
O  -42.924  -4.147  4.889
P  -42.547  -3.807  6.395
O  -42.549  -4.991  7.302
O  -41.090  -3.182  6.208
C  -39.963  -3.974  5.823
O  -43.486  -2.465  6.758
C  -42.996  -1.114  6.487
H  -44.913  -4.361  5.298
H  -44.149  -5.713  4.486
H  -44.511  -4.127  3.585
H  -39.388  -3.663  4.951
H  -40.200  -5.021  5.636
H  -39.459  -3.885  6.786
H  -41.960  -0.944  6.781
H  -43.548  -0.428  7.130
H  -43.177  -0.755  5.474

=====

Record 3
Below is a cluster of 10 separate species, C12H36F6N12O18PS3 in total at a distorted geometry, with properties calculated with ωB97M-V/def2-TZVPD.

Calculated values
HOMO-LUMO gap: 9.237 eV
Net charge: -1
Maximum force: 0.053 hartree/bohr

Atoms and positions in Å:
P  0.337  -0.033  0.032
F  1.552  0.587  -0.865
F  1.289  0.124  1.308
F  -0.305  1.440  0.084
F  -0.939  -0.548  0.887
F  -0.490  -0.363  -1.347
F  0.902  -1.548  -0.112
C  -1.902  3.398  2.729
O  -1.467  4.420  2.214
N  -1.152  2.256  2.844
N  -3.076  3.393  3.423
H  -0.311  2.182  2.307
H  -1.658  1.475  3.222
H  -3.387  2.568  3.897
H  -3.595  4.246  3.341
C  1.479  -1.507  -4.113
O  1.808  -1.903  -5.215
N  2.331  -1.330  -3.050
N  0.219  -1.072  -3.778
H  1.877  -0.976  -2.232
H  3.258  -1.700  -3.118
H  0.086  -0.772  -2.824
H  -0.572  -1.282  -4.354
C  2.310  -5.157  -0.605
O  2.090  -4.682  -1.702
N  2.559  -6.498  -0.406
N  2.160  -4.439  0.549
H  2.622  -7.028  -1.258
H  3.209  -6.792  0.304
H  1.788  -3.510  0.511
H  2.376  -4.868  1.431
C  0.921  -3.266  3.745
O  1.845  -3.900  4.245
N  -0.360  -3.437  4.169
N  1.146  -2.403  2.715
H  -1.171  -2.965  3.817
H  -0.471  -4.057  4.950
H  2.148  -2.326  2.651
H  0.512  -2.193  1.968
C  -4.408  0.887  0.463
O  -5.567  1.279  0.540
N  -3.904  -0.099  1.259
N  -3.538  1.533  -0.358
H  -2.973  -0.452  1.118
H  -4.515  -0.653  1.828
H  -2.664  1.139  -0.661
H  -3.918  2.291  -0.897
C  -1.227  3.557  -2.392
O  -1.727  4.287  -3.235
N  -0.881  2.254  -2.698
N  -1.134  3.871  -1.074
H  -1.194  1.982  -3.612
H  -0.291  1.655  -2.145
H  -0.703  3.189  -0.476
H  -1.470  4.747  -0.721
C  2.809  1.951  5.424
C  2.205  1.510  4.064
O  1.537  2.659  3.559
S  1.166  3.641  4.771
O  0.160  3.089  5.614
O  1.070  4.977  4.343
O  2.594  3.374  5.484
H  3.852  1.719  5.599
H  2.188  1.586  6.246
H  1.523  0.680  4.234
H  2.992  1.251  3.362
C  -2.868  -2.696  -1.239
C  -2.178  -3.086  -2.565
O  -2.923  -4.196  -3.106
S  -4.256  -4.499  -2.281
O  -4.054  -5.657  -1.482
O  -5.370  -4.454  -3.157
O  -4.225  -3.153  -1.446
H  -2.966  -1.627  -1.054
H  -2.490  -3.065  -0.285
H  -1.173  -3.466  -2.386
H  -2.170  -2.359  -3.370
C  2.865  2.097  -3.201
C  2.920  3.460  -2.476
O  2.847  4.412  -3.536
S  3.177  3.801  -4.971
O  4.326  4.455  -5.473
O  1.996  3.645  -5.737
O  3.597  2.359  -4.396
H  1.817  2.069  -3.520
H  3.195  1.278  -2.583
H  3.874  3.621  -1.967
H  2.107  3.622  -1.772

=====

Record 4
Below is a structure of composition C12H36InO16P4 at a distorted geometry, with properties calculated with ωB97M-V/def2-TZVPD.

Calculated values
HOMO-LUMO gap: 3.295 eV
Relative energy (zero: lowest compared OMol25 entry of this formula, charge and spin): 0.0 kcal per mole
Net charge: +3
Maximum force: 0.066 hartree/bohr

Atoms and positions in Å:
In  -0.894  0.570  0.247
C  1.815  3.775  3.732
O  2.473  2.512  3.520
P  1.688  1.181  3.528
O  0.591  1.127  2.510
O  1.102  1.088  4.986
C  0.850  -0.177  5.615
O  2.788  0.086  3.459
C  2.678  -1.059  2.611
H  0.810  3.733  3.299
H  2.337  4.580  3.219
H  1.766  4.007  4.793
H  0.796  -0.003  6.689
H  1.600  -0.933  5.406
H  -0.163  -0.498  5.351
H  3.385  -1.066  1.785
H  1.642  -1.195  2.297
H  2.903  -1.959  3.187
C  -2.563  -4.235  0.969
O  -1.134  -4.488  0.825
P  -0.220  -3.635  -0.092
O  -0.338  -2.153  0.108
O  -0.551  -4.062  -1.577
C  0.331  -3.732  -2.649
O  1.195  -4.265  0.072
C  2.002  -4.054  1.244
H  -3.021  -5.030  0.388
H  -2.897  -3.220  0.780
H  -2.807  -4.419  2.015
H  0.294  -4.523  -3.399
H  1.361  -3.574  -2.337
H  -0.021  -2.839  -3.174
H  1.374  -3.863  2.115
H  2.754  -3.295  1.061
H  2.507  -4.996  1.447
C  -3.673  -4.020  -2.556
O  -3.394  -2.885  -1.713
P  -3.149  -1.478  -2.325
O  -2.919  -0.466  -1.244
O  -2.008  -1.770  -3.353
C  -1.413  -0.772  -4.230
O  -4.416  -1.207  -3.212
C  -4.932  0.125  -3.484
H  -4.742  -4.232  -2.532
H  -3.105  -4.902  -2.277
H  -3.463  -3.844  -3.613
H  -1.372  -1.164  -5.239
H  -0.438  -0.558  -3.791
H  -1.974  0.165  -4.207
H  -4.503  0.846  -2.791
H  -6.011  0.093  -3.375
H  -4.690  0.414  -4.508
C  1.502  5.364  -2.733
O  0.994  4.274  -1.956
P  1.491  3.881  -0.542
O  0.769  2.684  -0.009
O  3.022  3.680  -0.760
C  3.838  2.883  0.135
O  1.418  5.167  0.356
C  0.136  5.643  0.851
H  0.684  5.981  -3.105
H  2.087  5.076  -3.605
H  2.134  6.035  -2.148
H  4.072  3.507  1.000
H  4.773  2.657  -0.364
H  3.314  1.988  0.469
H  0.168  5.635  1.936
H  -0.692  5.127  0.368
H  0.058  6.685  0.527